C5H13N2 | wB97M-V/def2-TZVPD

Computed properties:
Calculated total energy, Ha: -307.55985
ΔE to the lowest compared entry with this formula, charge and spin, eV: 1.680
Charge: +1
E_LUMO, eV: -3.454
Frontier orbital gap, hartree: 0.293

Element x y z (Å)
C (0.13403, 1.25134, -1.52520)
C (-0.31253, 1.27393, -0.05834)
C (0.24102, 0.05863, 0.66377)
C (-0.51975, -1.04308, 0.77781)
N (-0.22198, -2.11914, 1.57711)
C (1.49572, 0.28684, 1.43810)
N (-0.75771, 0.31982, -2.29266)
H (1.16655, 0.92684, -1.61222)
H (0.11891, 2.22472, -2.00954)
H (-1.39448, 1.31815, 0.04672)
H (0.10307, 2.17126, 0.38674)
H (-1.56839, -1.08329, 0.48793)
H (-0.76104, -2.96198, 1.57780)
H (0.64702, -2.15470, 2.07517)
H (2.25155, 0.86193, 0.88821)
H (2.01603, -0.59392, 1.80155)
H (1.29624, 0.95052, 2.28890)
H (-1.12777, -0.34166, -1.63927)
H (-0.32730, -0.14606, -3.09015)
H (-1.58595, 0.79720, -2.65166)

These are the Mulliken partial charges, in e, on atoms 1 to 4: C -0.491; C -1.133; C 0.771; C -0.215

***

C5H13N2 | wB97M-V/def2-TZVPD

Computed properties:
Calculated total energy, Ha: -307.52778
ΔE to the lowest compared entry with this formula, charge and spin, eV: 2.553
Charge: +1
E_LUMO, eV: -3.260
Frontier orbital gap, hartree: 0.355

Element x y z (Å)
C (-0.13632, 0.96975, 1.51785)
C (-1.20749, 0.53733, 0.49596)
C (-0.69690, -0.30966, -0.68016)
C (0.00540, -1.45824, -0.50530)
N (1.17844, -1.70354, 0.37528)
C (-1.02067, 0.20098, -2.05435)
N (1.26246, 1.00471, 0.90007)
H (0.05625, 0.14129, 2.20326)
H (-0.25964, 1.93627, 2.00957)
H (-1.82095, 1.37703, 0.18082)
H (-1.86225, -0.12319, 1.06233)
H (0.03815, -2.04090, -1.42226)
H (1.82019, -2.15331, -0.26445)
H (0.86289, -2.38930, 1.05542)
H (-0.23869, 0.96530, -2.24040)
H (-1.94805, 0.75967, -2.10229)
H (-0.90668, -0.56105, -2.81256)
H (1.66916, 1.89177, 0.59793)
H (1.26773, 0.32461, 0.11550)
H (1.93697, 0.63050, 1.56780)

These are the Mulliken partial charges, in e, on atoms 1 to 4: C -0.557; C -0.539; C 0.301; C -0.397

***

C5H13N2 | wB97M-V/def2-TZVPD

Computed properties:
Calculated total energy, Ha: -307.54544
ΔE to the lowest compared entry with this formula, charge and spin, eV: 2.073
Charge: +1
E_LUMO, eV: -2.943
Frontier orbital gap, hartree: 0.410

Element x y z (Å)
C (-1.67803, 0.27443, 1.43916)
C (-1.72329, -0.28432, 0.05377)
C (-2.54819, 0.04321, -0.92012)
N (-0.65970, -1.27440, -0.21505)
H (-2.55280, 0.89771, 1.60532)
H (-1.65075, -0.50113, 2.20550)
H (-0.79249, 0.90401, 1.56339)
H (-2.49910, -0.43877, -1.89046)
H (-3.34632, 0.75670, -0.78084)
H (-0.53450, -1.89296, 0.58727)
H (0.30666, -0.76033, -0.32738)
H (-0.90238, -1.84154, -1.02531)
C (1.86554, 1.29421, -0.78181)
C (2.80841, -0.52979, 0.33475)
N (1.75861, -0.04274, -0.17577)
H (1.78425, 1.20370, -1.86392)
H (2.79806, 1.78670, -0.51005)
H (1.02702, 1.89687, -0.43195)
H (2.79225, -1.51514, 0.79101)
H (3.74673, 0.02359, 0.34249)

These are the Mulliken partial charges, in e, on atoms 1 to 4: C -1.169; C 0.701; C -0.996; N -0.199

***

C5H13N2 | wB97M-V/def2-TZVPD

Computed properties:
Calculated total energy, Ha: -307.52175
ΔE to the lowest compared entry with this formula, charge and spin, eV: 2.717
Charge: +1
E_LUMO, eV: -2.940
Frontier orbital gap, hartree: 0.400

Element x y z (Å)
C (-1.12206, 0.70086, -0.28100)
C (-0.69026, -0.78103, -0.65745)
C (0.41029, -0.75119, 0.46254)
C (-0.09781, -1.01599, -1.99740)
C (0.85939, 1.84843, 0.84460)
N (0.31183, -1.63303, 1.46915)
N (-0.16568, 0.74474, 0.89826)
H (-0.82815, 1.23433, -1.16221)
H (-2.07733, 0.88799, 0.16618)
H (-1.51666, -1.48986, -0.41975)
H (1.38064, -0.62002, 0.02080)
H (0.17246, -2.09914, -2.13468)
H (0.81153, -0.54224, -2.08620)
H (-0.71020, -0.76880, -2.88253)
H (1.33587, 2.03273, -0.10487)
H (0.28220, 2.72204, 1.09973)
H (1.46737, 1.83782, 1.76156)
H (1.00592, -2.39780, 1.62348)
H (-0.58633, -1.91019, 2.01481)
H (-0.64898, 0.76023, 1.84124)

These are the Mulliken partial charges, in e, on atoms 1 to 4: C -0.812; C 0.666; C -0.257; C -1.669

***

C5H13N2 | wB97M-V/def2-TZVPD

Computed properties:
Calculated total energy, Ha: -307.50603
ΔE to the lowest compared entry with this formula, charge and spin, eV: 3.145
Charge: +1
E_LUMO, eV: -3.181
Frontier orbital gap, hartree: 0.354

Element x y z (Å)
C (-0.57820, -1.58293, -1.78553)
C (0.41456, -0.80223, -0.84133)
C (0.06703, -0.91038, 0.64884)
C (-0.13546, 0.56254, 1.13015)
C (-1.38806, 1.05490, 0.93762)
N (1.02007, 1.17614, 1.53094)
N (0.48069, 0.52749, -1.14661)
H (-1.17368, -0.91178, -2.43015)
H (0.02064, -2.20034, -2.61598)
H (-1.22919, -2.23851, -1.21077)
H (1.39820, -1.22071, -1.04317)
H (0.79124, -1.45217, 1.12800)
H (-0.82623, -1.40895, 0.99142)
H (-2.21548, 0.31721, 0.64404)
H (-1.78046, 1.99222, 1.42011)
H (1.96621, 0.74590, 1.60626)
H (1.03164, 2.02834, 1.94925)
H (0.65175, 0.64700, -2.12340)
H (1.11204, 0.99752, -0.48043)
H (-0.53116, 0.84746, -1.06398)

These are the Mulliken partial charges, in e, on atoms 1 to 4: C -1.228; C 0.208; C -1.174; C 0.663

***

C5H13N2 | wB97M-V/def2-TZVPD

Computed properties:
Calculated total energy, Ha: -307.47321
ΔE to the lowest compared entry with this formula, charge and spin, eV: 4.038
Charge: +1
E_LUMO, eV: -5.905
Frontier orbital gap, hartree: 0.273

Element x y z (Å)
C (0.69322, 0.71027, 0.30095)
C (-0.16174, 0.89537, 1.44015)
C (-0.58280, -0.33333, 0.53808)
C (-0.18005, -1.58657, 0.88820)
N (-0.79143, -2.67106, 0.24265)
C (-1.78305, -0.06646, -0.36846)
N (2.25091, 2.51534, -2.29092)
H (1.59551, 0.14779, 0.46984)
H (0.73658, 1.50501, -0.44078)
H (0.16670, 0.59611, 2.42862)
H (-0.82553, 1.74631, 1.41834)
H (0.17867, -1.83024, 1.89237)
H (-0.11039, -3.42815, 0.16030)
H (-1.56980, -3.01417, 0.80551)
H (-1.56583, 0.73707, -1.06578)
H (-1.95990, -0.97015, -0.94217)
H (-2.63211, 0.21398, 0.25494)
H (2.92686, 1.83101, -2.60628)
H (2.76154, 3.31987, -1.94093)
H (1.72540, 2.80075, -3.10744)

These are the Mulliken partial charges, in e, on atoms 1 to 4: C -0.584; C -0.510; C 0.783; C -0.105

***

C5H13N2 | wB97M-V/def2-TZVPD

Computed properties:
Calculated total energy, Ha: -307.53369
ΔE to the lowest compared entry with this formula, charge and spin, eV: 2.392
Charge: +1
E_LUMO, eV: -3.657
Frontier orbital gap, hartree: 0.349

Element x y z (Å)
C (0.35714, 1.87093, -0.67024)
C (0.55874, 0.39275, -0.94473)
C (-0.54698, -0.51267, -0.42796)
C (-0.59739, -0.68843, 1.04106)
C (-1.56429, -0.24670, 1.82363)
N (0.64549, -1.22369, 1.66395)
N (0.75787, 0.16996, -2.40174)
H (-0.60659, 2.28365, -0.99981)
H (0.35017, 2.16521, 0.38555)
H (1.08263, 2.50061, -1.18515)
H (1.57509, 0.12353, -0.61233)
H (-0.61625, -1.48051, -0.93846)
H (-1.43467, -0.04882, -0.87402)
H (-1.45681, -0.32386, 2.90125)
H (-2.41358, 0.23726, 1.38130)
H (0.76245, -2.23602, 1.52932)
H (1.43971, -0.86513, 1.11836)
H (0.59816, -0.96957, 2.64828)
H (1.35194, 0.90918, -2.76766)
H (-0.11461, 0.39385, -2.84303)

These are the Mulliken partial charges, in e, on atoms 1 to 4: C -1.465; C 0.496; C -0.920; C 0.520

***

C5H13N2 | wB97M-V/def2-TZVPD

Computed properties:
Calculated total energy, Ha: -307.44291
ΔE to the lowest compared entry with this formula, charge and spin, eV: 4.863
Charge: +1
E_LUMO (spin up / spin down), eV: -3.904 / -3.903
Frontier orbital gap (spin up / spin down), hartree: 0.298 / 0.298

Element x y z (Å)
C (1.09701, 0.51656, 1.28261)
C (-1.36182, -0.09672, 0.16843)
C (-1.37311, 0.89848, -0.91577)
C (-2.47866, -0.95946, 0.53023)
C (2.22294, 0.12364, -0.94790)
N (-0.21733, -0.33756, 0.85472)
N (2.20089, -0.16227, 0.58416)
H (1.05819, 1.43389, 0.65999)
H (-2.37721, 1.12482, -1.42148)
H (-0.68300, 0.60174, -1.64610)
H (-0.98043, 1.85035, -0.47797)
H (-2.17782, -1.98406, 0.72017)
H (-3.16713, -1.04454, -0.40206)
H (-3.14312, -0.68868, 1.33766)
H (3.22769, -0.12830, -1.37031)
H (1.37300, -0.47017, -1.33726)
H (1.89466, 1.23352, -1.01080)
H (-0.36637, -1.12463, 1.61968)
H (3.03340, 0.32179, 0.78252)
H (2.21820, -1.10841, 0.98947)

These are the Mulliken partial charges, in e, on atoms 1 to 4: C -0.824; C 1.079; C -1.179; C -1.355

***

C5H13N2 | wB97M-V/def2-TZVPD

Computed properties:
Calculated total energy, Ha: -307.10909
ΔE to the lowest compared entry with this formula, charge and spin, eV: 1.556
Charge: +2
E_LUMO (spin up / spin down), eV: -8.438 / -12.008
Multiplicity: 2
Frontier orbital gap (spin up / spin down), hartree: 0.419 / 0.334

Element x y z (Å)
C (2.18661, -1.04359, 0.33704)
C (0.87165, -0.36580, 0.67681)
C (0.51393, 0.76479, -0.32602)
C (-0.97648, 1.00561, -0.47907)
C (-1.56480, 1.11616, -1.74541)
N (-1.72009, 1.06974, 0.62272)
N (-0.19298, -1.50405, 0.62297)
H (2.19166, -1.40557, -0.69015)
H (2.40017, -1.83674, 1.05425)
H (2.99267, -0.31747, 0.46239)
H (0.73916, -0.01344, 1.69566)
H (0.94165, 1.71323, 0.01450)
H (0.88007, 0.54841, -1.32773)
H (-0.88983, 1.17767, -2.59030)
H (-2.62777, 1.24030, -1.92867)
H (-1.62825, 1.83400, 1.30246)
H (-2.65927, 1.31464, 0.32914)
H (0.12692, -2.36687, 1.06834)
H (-0.99821, -1.23380, 1.20046)
H (-0.58680, -1.69722, -0.29939)

These are the Mulliken partial charges, in e, on atoms 1 to 4: C -1.386; C 0.139; C -0.777; C 0.847

***

C5H13N2O | wB97M-V/def2-TZVPD

Computed properties:
Calculated total energy, Ha: -382.84747
ΔE to the lowest compared entry with this formula, charge and spin, eV: 5.889
Charge: -1
E_LUMO, eV: 2.588
Frontier orbital gap, hartree: 0.181

Element x y z (Å)
N (-1.87928, -1.75810, 0.54859)
C (-1.15703, -0.79985, -0.31923)
C (0.17825, -1.41448, -0.71770)
C (-1.29645, 0.63074, 0.26677)
N (-2.65513, 1.09237, 0.14432)
C (2.36304, 1.08441, -0.65885)
C (2.28610, 1.03527, 0.73241)
O (2.36914, 1.95990, 1.59156)
H (-1.23146, -2.07026, 1.26837)
H (-2.58242, -1.25929, 1.07963)
H (-1.73863, -0.74310, -1.24499)
H (0.05926, -2.45076, -1.03323)
H (0.85560, -1.43202, 0.14530)
H (0.59644, -0.79787, -1.49745)
H (-1.09647, 0.67307, 1.35080)
H (-0.68091, 1.34872, -0.34613)
H (-2.72640, 1.62364, -0.72516)
H (2.78381, 0.24465, -1.18903)
H (2.36979, 2.06609, -1.11053)
H (2.42021, -0.00045, 1.13256)
H (0.76252, 0.96732, 0.58199)

These are the Mulliken partial charges, in e, on atoms 1 to 4: N -0.756; C 0.985; C -1.451; C -0.840

***

C5H13N2O | wB97M-V/def2-TZVPD

Computed properties:
Calculated total energy, Ha: -382.82577
ΔE to the lowest compared entry with this formula, charge and spin, eV: 5.065
E_LUMO (spin up / spin down), eV: 0.334 / 0.341
Multiplicity: 2
Frontier orbital gap (spin up / spin down), hartree: 0.103 / 0.270

Element x y z (Å)
C (0.35480, 2.34141, -0.31434)
O (-0.59220, 2.27029, 0.83910)
C (0.29824, 0.85971, -0.74606)
C (1.04403, 0.20609, 0.44139)
C (0.32972, -1.10552, 0.82974)
C (0.33346, -2.11777, -0.08241)
N (-0.29360, -3.31094, 0.00689)
N (-1.16536, 0.48377, -0.82405)
H (0.02032, 3.02559, -1.01706)
H (1.41904, 2.55210, -0.16547)
H (-0.86606, 3.12913, 1.02788)
H (0.90596, 0.73477, -1.68008)
H (1.32062, 0.81506, 1.36496)
H (2.07576, -0.16794, 0.10518)
H (-0.37088, -1.02698, 1.72175)
H (0.99735, -1.89069, -0.92266)
H (-0.19321, -3.75128, 0.91893)
H (0.00832, -4.06492, -0.74598)
H (-1.70959, 1.32633, -1.04056)
H (-1.52296, 0.19594, 0.21230)
H (-1.29587, -0.35276, -1.54186)

These are the Mulliken partial charges, in e, on atoms 1 to 4: C -1.096; O -0.379; C -0.001; C -0.600

***

C5H13N2O | wB97M-V/def2-TZVPD

Computed properties:
Calculated total energy, Ha: -382.95604
ΔE to the lowest compared entry with this formula, charge and spin, eV: 1.521
E_LUMO (spin up / spin down), eV: 0.546 / 0.474
Multiplicity: 2
Frontier orbital gap (spin up / spin down), hartree: 0.131 / 0.404

Element x y z (Å)
C (-0.32652, 2.19058, 0.86130)
C (-1.04505, 0.85916, 1.12744)
C (-1.29356, -0.11584, -0.02010)
C (-0.40971, 0.00001, -1.25904)
C (0.83934, -0.84246, -1.13290)
N (1.49329, -1.18431, -2.26811)
O (1.24581, -1.21055, -0.03910)
N (-0.30486, 0.07940, 2.20900)
H (-1.07744, 2.96080, 0.76818)
H (0.40121, 2.20996, 0.06695)
H (0.28342, 2.39315, 1.74422)
H (-1.95968, 1.15424, 1.63627)
H (-1.19753, -1.12860, 0.35522)
H (-2.31549, -0.07965, -0.33280)
H (-0.92853, -0.17019, -2.18992)
H (-0.03675, 1.02297, -1.38275)
H (2.20357, -1.88095, -2.22720)
H (1.19859, -0.84967, -3.15974)
H (-0.83279, -0.84105, 2.30241)
H (0.65874, -0.10412, 1.92646)
H (-0.30989, 0.37233, 3.22879)

These are the Mulliken partial charges, in e, on atoms 1 to 4: C -1.640; C -0.220; C -0.707; C -0.935

***

Please write out number 6 again, unchanged.
C5H13N2 | wB97M-V/def2-TZVPD

Computed properties:
Calculated total energy, Ha: -307.47321
ΔE to the lowest compared entry with this formula, charge and spin, eV: 4.038
Charge: +1
E_LUMO, eV: -5.905
Frontier orbital gap, hartree: 0.273

Element x y z (Å)
C (0.69322, 0.71027, 0.30095)
C (-0.16174, 0.89537, 1.44015)
C (-0.58280, -0.33333, 0.53808)
C (-0.18005, -1.58657, 0.88820)
N (-0.79143, -2.67106, 0.24265)
C (-1.78305, -0.06646, -0.36846)
N (2.25091, 2.51534, -2.29092)
H (1.59551, 0.14779, 0.46984)
H (0.73658, 1.50501, -0.44078)
H (0.16670, 0.59611, 2.42862)
H (-0.82553, 1.74631, 1.41834)
H (0.17867, -1.83024, 1.89237)
H (-0.11039, -3.42815, 0.16030)
H (-1.56980, -3.01417, 0.80551)
H (-1.56583, 0.73707, -1.06578)
H (-1.95990, -0.97015, -0.94217)
H (-2.63211, 0.21398, 0.25494)
H (2.92686, 1.83101, -2.60628)
H (2.76154, 3.31987, -1.94093)
H (1.72540, 2.80075, -3.10744)

These are the Mulliken partial charges, in e, on atoms 1 to 4: C -0.584; C -0.510; C 0.783; C -0.105